Entry 1
Entry from the OMol25 dataset: a structure of composition C6H13NO4 (ωB97M-V with the def2-TZVPD basis set).

```
! RIJCOSX wB97M-V def2-TZVPD def2/J DEFGRID3
* xyz 0 1
C -2.323 -0.533 0.379
C -0.948 -0.564 -0.130
C 1.373 -1.264 0.404
C 1.775 -0.137 -0.494
C 1.004 1.039 -0.194
C -0.429 0.950 -0.465
H -3.231 0.799 -0.771
H -2.125 0.045 1.427
H -2.754 -1.730 0.751
H -0.639 -1.419 -1.112
H -0.311 -1.685 1.220
H 1.784 -1.127 1.325
H 1.520 -2.137 -0.392
H 1.309 -0.436 -1.791
H 3.662 -0.539 -0.985
H 1.381 2.009 -0.683
H 0.380 1.081 1.556
H -0.634 0.740 -1.750
H -0.779 2.530 0.673
N 0.077 -1.043 0.789
O -3.177 -0.096 -0.551
O 3.206 0.206 -0.499
O 1.167 1.442 1.245
O -1.290 1.870 0.048
*
```

Results
lowest unoccupied orbital energy = 0.01978 Ha
HOMO energy = -8.75 eV

Atom charges from the Löwdin analysis, given in e for atoms 1 to 5: atom 1 (C): -0.32, atom 2 (C): -0.27, atom 3 (C): -0.19, atom 4 (C): -0.33, atom 5 (C): -0.31

=====

Entry 2
Entry from the OMol25 dataset: an isolated molecule of C6H13NO4 (ωB97M-V with the def2-TZVPD basis set).

```
! RIJCOSX wB97M-V def2-TZVPD def2/J DEFGRID3
* xyz 0 1
O -2.733 -0.002 0.225
C -2.062 -0.058 -1.059
C -0.579 -0.099 -0.725
N -0.284 -1.330 0.021
C 0.685 -1.204 1.143
C 1.870 -0.407 0.584
O 2.317 -1.013 -0.628
C 1.399 1.046 0.308
O 2.180 1.579 -0.728
C -0.103 1.140 0.019
O -0.776 1.405 1.264
H -3.705 0.094 0.095
H -2.423 -0.935 -1.603
H -2.243 0.848 -1.666
H -0.069 -0.149 -1.674
H -1.177 -1.758 0.289
H 0.268 -0.656 1.980
H 1.052 -2.202 1.434
H 2.733 -0.401 1.234
H 1.534 -1.474 -0.924
H 1.575 1.709 1.176
H 2.440 0.793 -1.255
H -0.209 2.022 -0.672
H -1.691 1.052 1.162
*
```

Results
lowest unoccupied orbital energy = 0.01293 Ha
HOMO energy = -9.16 eV
structure (SMILES) = OC[C@@H]1NC[C@@H](O)[C@@H](O)[C@@H]1O

Atom charges from the Löwdin analysis, given in e for atoms 1 to 5: atom 1 (O): -0.09, atom 2 (C): -0.16, atom 3 (C): -0.29, atom 4 (N): -0.01, atom 5 (C): -0.12

=====

entry 2 is preferred energetically. Next in line: 145.6 kcal/mol higher.

=====

Entry 1
Entry from the OMol25 dataset: a structure of composition C5H12N4 (ωB97M-V with the def2-TZVPD basis set).

```
! RIJCOSX wB97M-V def2-TZVPD def2/J DEFGRID3
* xyz 0 1
C -0.537 -1.468 0.853
C -0.117 -0.898 -1.479
N -0.240 -0.378 -0.104
C -1.110 0.812 0.082
C 1.084 0.748 0.439
N -2.467 0.620 -0.167
N 1.686 1.287 -0.693
C 1.803 0.310 1.500
N -0.458 1.773 0.537
H -2.691 0.101 -1.006
H -2.974 1.492 -0.111
H 1.263 2.161 -0.978
H 2.691 1.178 -0.700
H -1.446 -1.988 0.548
H -0.697 -1.046 1.842
H 0.309 -2.153 0.878
H -1.036 -1.409 -1.777
H 0.096 -0.072 -2.152
H 0.715 -1.601 -1.513
H 2.766 0.767 1.686
H 1.360 -0.238 2.317
*
```

Results
lowest unoccupied orbital energy = 0.02555 Ha
HOMO energy = -6.68 eV

Atom charges from the Löwdin analysis, given in e for atoms 1 to 5: atom 1 (C): -0.04, atom 2 (C): -0.04, atom 3 (N): -0.21, atom 4 (C): -0.55, atom 5 (C): -0.43

=====

Entry 2
Entry from the OMol25 dataset: an isolated molecule of C5H12N4 (ωB97M-V with the def2-TZVPD basis set).

```
! RIJCOSX wB97M-V def2-TZVPD def2/J DEFGRID3
* xyz 0 1
C 3.119 0.882 0.950
C -1.279 1.150 0.880
C -1.514 0.053 -1.539
C -1.245 -1.391 0.475
C -0.909 -0.005 -0.051
N 3.210 0.307 -0.186
N 2.499 -0.563 -0.828
N 1.228 -0.709 -0.661
N 0.558 0.126 0.008
H 3.808 1.595 1.176
H 2.401 0.525 1.734
H -1.265 2.174 0.363
H -2.288 1.067 1.318
H -0.384 1.198 1.553
H -2.581 -0.136 -1.430
H -1.062 -0.716 -2.204
H -1.352 1.012 -2.099
H -0.716 -1.484 1.455
H -2.247 -1.653 0.508
H -0.740 -2.066 -0.140
H 0.761 -1.365 -1.283
*
```

Results
lowest unoccupied orbital energy (spin up / spin down) = 0.01152 / 0.01145 Ha
HOMO energy (spin up / spin down) = -7.78 / -7.78 eV

Atom charges from the Löwdin analysis, given in e for atoms 1 to 5: atom 1 (C): -0.04, atom 2 (C): -0.06, atom 3 (C): -0.03, atom 4 (C): -0.05, atom 5 (C): -0.60

=====

entry 1 is preferred energetically. Next in line: 34.5 kcal/mol higher.